--- a ---
A molecular structure, CH2I2O2, computed with ωB97M-V/def2-TZVPD.

**E_LUMO**: -0.89 eV
**Total charge**: 0
**Highest occupied orbital energy**: -9.6 eV
**Frontier orbital gap**: 8.6783 eV
**Multiplicity**: 1

Atoms and positions in Å:
C1 1.0254 0.0142 -0.7399
O1 -1.2583 -0.0854 0.4016
O2 0.9051 0.0451 -1.8924
I1 1.2514 1.8435 0.4085
I2 1.3985 -1.7902 0.3897
H1 -2.1130 0.3026 0.1886
H2 -1.2091 -0.3296 1.2439

--- b ---
A molecular structure, CH2I2O2, computed with ωB97M-V/def2-TZVPD.

**E_LUMO**: -0.67 eV
**Total charge**: 0
**Highest occupied orbital energy**: -9.4 eV
**Frontier orbital gap**: 8.7125 eV
**Multiplicity**: 1

Atoms and positions in Å:
C1 -0.0054 -0.1753 -0.0649
O1 0.3096 0.4502 1.1053
O2 -1.1795 -0.7552 0.0459
I1 -0.1324 1.3514 -1.6234
I2 1.5390 -1.7266 -0.7239
H1 1.2569 0.9261 1.0348
H2 -1.7882 -0.0707 0.2261

Q: Which of them is the least stable? A: b.

--- a ---
A gas-phase ion, C7H12 (charge +1), computed with ωB97M-V/def2-TZVPD.

**E_LUMO (alpha / beta)**: -4.61 / -7.57 eV
**Total charge**: +1
**Expectation value of S²**: 0.774
**Highest occupied orbital energy (alpha / beta)**: -14.2 / -15.4 eV
**Frontier orbital gap (alpha / beta)**: 9.5824 / 7.8567 eV
**Multiplicity**: 2

Atoms and positions in Å:
C1 -2.6801 1.6485 0.5704
C2 -1.8499 0.6874 1.4187
C3 -0.8095 0.0045 0.6077
C4 0.4378 0.5720 0.4386
C5 1.5137 -0.1348 -0.1428
C6 1.5568 -0.9365 -1.2513
C7 2.6546 -1.8461 -1.5888
H1 -2.9457 2.5070 1.1738
H2 -2.1516 2.1025 -0.2682
H3 -3.5719 1.1724 0.1826
H4 -2.4326 -0.0225 2.0118
H5 -1.2791 1.2210 2.1807
H6 -1.0501 -0.8815 0.0207
H7 0.6735 1.4502 1.0163
H8 2.3922 -0.0132 0.4849
H9 0.7271 -1.0000 -1.9417
H10 2.5720 -2.6953 -0.9065
H11 3.6919 -1.5627 -1.4305
H12 2.5508 -2.2731 -2.5764

--- b ---
A gas-phase ion, C7H12 (charge +1), computed with ωB97M-V/def2-TZVPD.

**E_LUMO (alpha / beta)**: -5.83 / -6.89 eV
**Total charge**: +1
**Expectation value of S²**: 0.779
**Highest occupied orbital energy (alpha / beta)**: -13.8 / -14.3 eV
**Frontier orbital gap (alpha / beta)**: 8.0154 / 7.4185 eV
**Multiplicity**: 2

Atoms and positions in Å:
C1 0.2053 2.1135 -0.2688
C2 -0.4755 1.1187 0.6536
C3 -0.7136 1.3823 1.9975
C4 -0.3175 -0.6460 -1.3050
C5 -0.2401 -0.3426 0.0803
C6 -0.2927 -1.5251 1.1066
C7 0.8757 -1.4164 -1.9373
H1 -0.5268 2.9225 -0.3852
H2 1.1795 2.4119 0.0961
H3 0.4016 1.6109 -1.3224
H4 -1.1158 0.5263 2.7578
H5 -0.1705 2.3004 2.3957
H6 -1.2314 -0.2401 -1.7297
H7 -1.2758 -1.7048 1.6263
H8 -0.0001 -2.4967 0.6234
H9 0.4154 -1.2725 1.9191
H10 1.6559 -0.6876 -2.2638
H11 1.1894 -2.2417 -1.3006
H12 0.4369 -1.8129 -2.7436

Q: Which of them is the least stable? A: b.

--- a ---
C22H29N3O3 in the gas phase, computed with ωB97M-V/def2-TZVPD.

**E_LUMO**: 0.84 eV
**Total charge**: 0
**Highest occupied orbital energy**: -8.9 eV
**Frontier orbital gap**: 9.7404 eV
**SMILES**: Cc1cccc(Cc2nnc(CCC(=O)N(CC3CC3)C[C@H]3CCCO3)o2)c1
**Multiplicity**: 1

Atoms and positions in Å:
C1 2.4528 3.9369 2.2063
C2 2.8093 2.4841 2.1109
C3 2.7372 1.6678 3.2351
C4 3.0603 0.3265 3.1521
C5 3.4637 -0.2202 1.9455
C6 3.5540 0.5828 0.8194
C7 3.9540 -0.0001 -0.5169
C8 2.7103 -0.3243 -1.2575
N1 1.9289 0.4957 -1.8772
N2 0.8792 -0.2261 -2.3298
C9 1.0750 -1.4519 -1.9673
C10 0.1724 -2.6037 -2.2084
C11 -1.2626 -2.1616 -1.9121
C12 -1.3779 -1.8353 -0.4291
O1 -0.6221 -2.3508 0.3800
N3 -2.3375 -0.9651 -0.0477
C13 -3.3057 -0.3361 -0.9246
C14 -4.4337 -1.2769 -1.3081
C15 -5.5388 -0.7751 -2.1879
C16 -4.5747 -1.7971 -2.7068
C17 -2.4851 -0.6940 1.3699
C18 -1.8370 0.6308 1.8112
C19 -0.3555 0.7444 1.4149
C20 -0.3879 1.6855 0.2135
C21 -1.5772 2.5731 0.5646
O2 -2.5147 1.7318 1.2129
O3 2.2279 -1.5871 -1.2812
C22 3.2200 1.9271 0.9092
H1 2.3583 4.3803 1.2183
H2 3.2250 4.4777 2.7537
H3 1.5139 4.0669 2.7418
H4 2.4206 2.0891 4.1788
H5 2.9930 -0.3000 4.0291
H6 3.7060 -1.2708 1.8822
H7 4.5262 0.7293 -1.0907
H8 4.5354 -0.9126 -0.3840
H9 0.4660 -3.4162 -1.5430
H10 0.2610 -2.9321 -3.2464
H11 -1.4908 -1.2946 -2.5269
H12 -1.9640 -2.9634 -2.1474
H13 -3.7094 0.5179 -0.3749
H14 -2.8171 0.0538 -1.8213
H15 -4.7148 -1.9481 -0.5051
H16 -6.5516 -1.0787 -1.9731
H17 -5.4594 0.2325 -2.5664
H18 -4.9246 -2.8084 -2.8496
H19 -3.8579 -1.4788 -3.4483
H20 -3.5493 -0.6658 1.6162
H21 -2.0049 -1.5086 1.9166
H22 -1.9608 0.6988 2.9024
H23 0.2191 1.1902 2.2271
H24 0.0731 -0.2273 1.1876
H25 -0.5790 1.1356 -0.7071
H26 0.5352 2.2458 0.0945
H27 -1.2702 3.3770 1.2499
H28 -2.0696 3.0167 -0.3028
H29 3.2756 2.5407 0.0215

--- b ---
C22H29N3O3 in the gas phase, computed with ωB97M-V/def2-TZVPD.

**E_LUMO**: 0.69 eV
**Total charge**: 0
**Highest occupied orbital energy**: -8.0 eV
**Frontier orbital gap**: 8.6698 eV
**SMILES**: COc1ccc(CNC(=O)N2CCN(c3cccc(C)c3C)CC2)cc1OC
**Multiplicity**: 1

Atoms and positions in Å:
C1 5.6811 3.4699 0.5652
O1 4.4325 2.8891 0.8652
C2 4.1857 1.5699 0.6230
C3 3.0138 1.0961 1.2079
C4 2.6017 -0.2110 1.0569
C5 3.3617 -1.0928 0.3039
C6 2.9061 -2.5166 0.1147
N1 1.5382 -2.5830 -0.3580
C7 0.5302 -2.8973 0.5142
O2 0.7612 -3.3603 1.6172
N2 -0.7551 -2.7688 0.0474
C8 -1.1865 -2.0185 -1.1093
C9 -1.6592 -0.6233 -0.6827
N3 -2.7442 -0.7763 0.2683
C10 -3.5509 0.3687 0.4635
C11 -3.4614 1.1428 1.6162
C12 -4.2701 2.2510 1.7786
C13 -5.1641 2.6040 0.7866
C14 -5.2833 1.8356 -0.3639
C15 -6.2768 2.2250 -1.4181
C16 -4.4900 0.6992 -0.5233
C17 -4.6694 -0.1815 -1.7247
C18 -2.2937 -1.4895 1.4470
C19 -1.8257 -2.8840 1.0192
C20 4.5267 -0.6309 -0.2908
C21 4.9589 0.6821 -0.1475
O3 6.1050 1.1574 -0.7398
C22 6.9240 0.2617 -1.4470
H1 5.6301 4.4780 0.9770
H2 6.5025 2.9266 1.0378
H3 5.8571 3.5248 -0.5109
H4 2.4391 1.7960 1.7936
H5 1.6987 -0.5553 1.5373
H6 3.5556 -3.0373 -0.5964
H7 2.9210 -3.0526 1.0689
H8 1.3398 -2.0120 -1.1618
H9 -0.4052 -1.9490 -1.8652
H10 -2.0320 -2.5581 -1.5513
H11 -2.0079 -0.0587 -1.5472
H12 -0.8088 -0.0775 -0.2333
H13 -2.7504 0.8860 2.3861
H14 -4.1910 2.8477 2.6755
H15 -5.7836 3.4808 0.9079
H16 -6.7224 3.1886 -1.1847
H17 -5.8004 2.2892 -2.3952
H18 -7.0765 1.4871 -1.4845
H19 -5.7280 -0.3289 -1.9288
H20 -4.2206 0.2638 -2.6136
H21 -4.2108 -1.1497 -1.5463
H22 -3.1262 -1.5752 2.1469
H23 -1.4515 -0.9843 1.9499
H24 -1.4440 -3.4389 1.8761
H25 -2.6554 -3.4309 0.5622
H26 5.1081 -1.3228 -0.8799
H27 7.7805 0.8502 -1.7738
H28 6.4141 -0.1476 -2.3255
H29 7.2715 -0.5587 -0.8107

Q: Which of them is the least stable? A: a.

--- a ---
2 unconnected molecules or ions with the total composition C9H11NO3, computed with ωB97M-V/def2-TZVPD.

**E_LUMO (alpha / beta)**: -1.83 / -1.81 eV
**Total charge**: 0
**Highest occupied orbital energy (alpha / beta)**: -8.9 / -9.2 eV
**Frontier orbital gap (alpha / beta)**: 7.1166 / 7.3666 eV
**Multiplicity**: 1

Atoms and positions in Å:
N1 -0.9203 4.3011 1.4777
O1 -2.0139 4.8415 1.4502
O2 0.2094 4.7578 1.4482
C1 0.2628 0.0863 -2.2003
C2 0.7874 -0.6431 -0.9875
C3 0.2015 -0.4558 0.2616
C4 0.6938 -1.1321 1.3755
C5 1.7618 -2.0226 1.2580
C6 2.3531 -2.2237 0.0058
C7 1.8666 -1.5300 -1.1038
C8 -1.0403 0.4471 0.4388
C9 -2.3667 -0.2998 0.2031
O3 -0.9834 1.2923 1.4314
H1 0.8496 -0.2113 -3.0785
H2 -0.7930 -0.1454 -2.4116
H3 0.3438 1.1793 -2.0947
H4 0.2257 -0.9461 2.3425
H5 2.1147 -2.5492 2.1427
H6 3.1855 -2.9177 -0.1048
H7 2.3082 -1.6706 -2.0917
H8 -0.9767 1.3072 -0.2444
H9 -2.3958 -0.7753 -0.7821
H10 -2.4610 -1.0752 0.9700
H11 -3.2123 0.3853 0.2939

--- b ---
C9H11NO3 in the gas phase, computed with ωB97M-V/def2-TZVPD.

**E_LUMO**: 0.65 eV
**Total charge**: 0
**Highest occupied orbital energy**: -8.6 eV
**Frontier orbital gap**: 9.2801 eV
**SMILES**: N[C@@H](Cc1ccc(O)cc1)C(=O)O
**Multiplicity**: 1

Atoms and positions in Å:
N1 1.0827 -1.8873 -1.4417
C1 1.6205 -0.4558 -1.5414
C2 0.5342 0.5713 -1.5455
C3 -0.3339 0.4676 -0.3270
C4 0.0646 0.6903 1.0113
C5 -0.8009 0.8983 2.0456
C6 -2.1522 0.5903 1.8685
O1 -3.0674 0.8490 2.8222
C7 -2.6326 0.2080 0.6492
C8 -1.7508 0.1452 -0.4679
C9 2.5949 -0.1723 -0.4144
O2 3.2481 0.8119 -0.2995
O3 2.6445 -1.1424 0.5190
H1 0.8135 -2.1706 -2.4020
H2 0.2370 -1.9803 -0.8020
H3 2.2272 -0.3562 -2.4911
H4 1.0063 1.5755 -1.5531
H5 -0.0732 0.3504 -2.5585
H6 1.0751 0.8552 1.2240
H7 -0.3029 1.1221 2.9708
H8 -2.4618 1.0733 3.5491
H9 -3.7243 0.0266 0.5128
H10 -2.1250 -0.0809 -1.4498
H11 2.2764 -1.9892 0.1215

Q: Which of them is the least stable? A: a.